1.
Computed, not measured: a single C24H28N2O2 molecule, with ωB97M-V/def2-TZVPD.

Geometry as XYZ:
```
56
Properties=species:S:1:pos:R:3:forces:R:3:nbo_charge:R:1
O -4.9550 0.3856 0.6227 -0.31 -0.10 0.16 -0.70
O 4.5338 0.9209 2.2963 -0.15 -0.30 -0.12 -0.50
N 1.1006 -0.2210 -1.9317 -0.26 0.04 -0.16 -0.46
N -1.5658 0.3149 -2.2019 0.09 -0.05 -0.24 -0.46
C -2.5428 0.2517 0.5342 -0.12 -0.23 0.21 -0.05
C -2.9437 0.5934 -2.5580 -0.13 -0.22 0.12 -0.21
C 4.9309 2.2323 2.6010 0.05 0.18 0.04 -0.25
C 0.1875 -1.3402 -1.8193 -0.04 -0.31 -0.06 -0.20
C 3.6714 0.7345 1.2444 -0.01 -0.08 -0.03 0.24
C 1.9045 0.1244 -0.8636 0.35 0.13 0.11 0.25
C -3.8149 0.6680 -0.1682 0.13 -0.22 -0.46 0.09
C -0.4643 0.8689 1.5935 -0.12 0.19 -0.07 -0.20
C 0.7422 0.7089 -2.9654 -0.15 0.12 -0.07 -0.22
C -0.6483 1.3144 -2.7379 0.19 0.09 0.01 -0.22
C 0.0896 -3.1230 2.7924 -0.21 -0.14 -0.13 -0.21
C -0.2614 -0.4596 2.0194 -0.25 -0.26 -0.05 0.00
C 3.1280 1.7440 0.4645 0.26 0.05 0.33 -0.24
C -1.0016 -2.7818 2.0435 0.10 -0.19 0.07 -0.19
C 3.3219 -0.5854 0.9638 0.16 0.26 0.02 -0.22
C 2.2572 1.4407 -0.5688 -0.17 -0.16 -0.21 -0.30
C -1.5722 1.2125 0.8742 0.19 0.00 0.19 -0.16
C -2.3478 -1.0525 0.9097 -0.14 0.31 -0.15 -0.17
C -1.2124 -1.4444 1.6467 0.18 0.20 0.14 -0.09
C 2.4584 -0.8844 -0.0642 0.03 0.10 0.00 -0.26
C 1.0128 -2.1426 3.1872 0.13 0.28 0.08 -0.23
C -3.9467 0.0234 -1.5584 0.08 0.41 0.09 -0.42
C -1.1449 -1.0345 -2.5147 0.11 0.00 0.05 -0.23
C 0.8419 -0.8404 2.8092 0.02 -0.18 0.19 -0.19
H -3.1817 0.2099 -3.5677 0.04 0.14 0.01 0.17
H -0.0029 -1.5348 -0.7606 -0.01 -0.02 -0.06 0.21
H -1.7251 2.2364 0.5663 0.01 0.15 -0.03 0.20
H -1.8930 -1.7317 -2.1358 0.03 -0.06 -0.04 0.21
H 0.7487 0.1636 -3.9180 0.02 0.15 0.03 0.19
H 0.2443 -4.1493 3.0929 -0.02 -0.08 0.01 0.21
H -1.0630 -1.1997 -3.6050 -0.07 -0.03 0.07 0.16
H 0.6242 -2.2446 -2.2694 -0.11 -0.04 0.10 0.18
H 0.2747 1.6119 1.8558 0.08 0.10 0.01 0.21
H -4.9334 -0.5459 0.8696 0.01 0.07 0.04 0.46
H 1.8604 -2.4271 3.7930 0.09 0.01 0.05 0.21
H 3.3638 2.7809 0.6502 0.04 0.07 0.04 0.21
H -0.5923 2.1299 -2.0087 0.03 0.11 -0.10 0.19
H 5.6163 2.1469 3.4432 -0.04 0.07 -0.06 0.20
H 4.0789 2.8565 2.8933 0.03 -0.01 -0.03 0.17
H 2.2197 -1.9172 -0.2626 -0.03 -0.13 -0.03 0.22
H -4.9556 0.2244 -1.9261 0.00 -0.05 0.03 0.22
H 5.4509 2.7034 1.7595 -0.03 -0.01 0.02 0.17
H 1.4933 1.4942 -3.0402 -0.03 -0.05 -0.07 0.22
H 1.8431 2.2597 -1.1357 -0.07 0.06 -0.07 0.21
H 1.5498 -0.0833 3.1107 0.10 0.08 0.02 0.22
H -3.8291 1.7570 -0.2842 0.09 -0.08 -0.01 0.18
H -3.0668 1.6793 -2.5783 -0.02 0.01 -0.07 0.20
H -3.8308 -1.0582 -1.4731 -0.06 -0.09 0.02 0.19
H -1.7219 -3.5327 1.7485 -0.06 -0.07 -0.01 0.21
H -3.0724 -1.8177 0.6573 -0.09 -0.09 -0.06 0.19
H -1.0082 1.7294 -3.6940 0.01 -0.01 0.04 0.17
H 3.7494 -1.3695 1.5684 0.03 -0.11 0.09 0.22
```
Positions in Å, forces in eV/Å.

Output
ΔE to the lowest compared entry with this formula, charge and spin ... 59.9 kcal per mole
Total charge ... 0
E_tot ... -32417.2189 eV



2.
Computed, not measured: a single C24H28N2O2 molecule, with ωB97M-V/def2-TZVPD.

Geometry as XYZ:
```
56
Properties=species:S:1:pos:R:3:forces:R:3:nbo_charge:R:1
O -1.2453 1.3839 -1.2772 -0.06 -0.05 -0.04 -0.59
O -0.3019 3.3410 -0.7143 0.23 0.14 0.29 -0.51
N -0.6272 0.3986 1.2705 0.13 0.07 -0.01 -0.37
N 1.3152 -0.8867 -0.6493 -0.13 -0.19 -0.24 -0.65
C -0.8107 3.9412 -1.8990 -0.14 -0.05 -0.32 -0.26
C -4.0634 1.1441 2.4004 0.05 0.00 -0.02 -0.22
C -4.4723 -0.1765 2.6399 -0.09 -0.08 0.04 -0.04
C -1.1982 -1.7547 1.5845 0.36 -0.02 -0.11 -0.12
C -5.8631 -0.4270 3.1465 0.02 0.04 -0.01 -0.62
C -0.5882 2.0486 -0.5268 0.07 -0.12 0.09 0.80
C -3.6009 -1.2199 2.4072 0.07 0.13 -0.04 -0.21
C 0.0560 1.5476 0.7620 -0.08 0.19 -0.07 -0.32
C 2.4891 2.3667 -3.0281 -0.06 0.01 -0.07 -0.22
C 0.0929 -3.6202 0.6489 0.05 -0.09 0.24 -0.39
C -0.2017 -0.9081 1.1900 0.00 -0.39 0.12 0.24
C 1.1629 -1.3082 0.7314 0.06 -0.12 0.14 -0.09
C 2.6357 -0.9851 -1.2520 0.05 0.04 -0.19 -0.07
C 4.3393 0.8308 -1.6695 -0.07 -0.08 -0.02 -0.22
C 3.0397 0.3650 -1.8118 0.23 -0.01 0.15 -0.03
C 1.3444 -2.8200 1.0029 -0.07 0.17 -0.12 -0.41
C 4.7131 2.0530 -2.2004 0.10 0.10 -0.04 -0.21
C -2.8027 1.4479 1.9364 0.07 0.12 -0.06 -0.23
C -1.9270 0.3954 1.7056 -0.40 -0.38 0.27 0.14
C -1.0579 -3.2405 1.5806 0.06 0.07 -0.10 -0.42
C 2.1168 1.1452 -2.4970 0.03 -0.04 0.01 -0.17
C 2.6951 -2.0295 -2.3735 0.04 0.05 0.33 -0.61
C -2.3183 -0.9457 1.9343 0.12 0.50 -0.08 -0.01
C 3.7879 2.8241 -2.8817 0.09 0.11 -0.02 -0.22
H -4.7668 1.9433 2.5869 -0.06 0.10 0.01 0.21
H 1.9261 -0.7629 1.3083 -0.11 -0.05 -0.03 0.20
H 3.3601 -1.2628 -0.4749 -0.08 0.02 -0.06 0.19
H -0.7524 3.2385 -2.7317 0.00 0.11 0.03 0.20
H -0.8494 -3.6037 2.5930 -0.04 -0.09 -0.01 0.20
H -3.9051 -2.2410 2.5880 -0.08 -0.11 0.03 0.20
H -0.1962 -3.4084 -0.3834 -0.03 -0.06 -0.08 0.19
H 4.0779 3.7781 -3.2975 0.02 0.07 -0.02 0.21
H 0.0634 2.3618 1.4940 0.04 -0.10 -0.08 0.22
H 2.0040 -1.7565 -3.1685 -0.07 0.03 -0.11 0.21
H 3.6981 -2.0778 -2.7916 0.05 -0.01 -0.10 0.22
H 1.7664 2.9644 -3.5648 -0.07 0.05 -0.04 0.21
H 5.0662 0.2317 -1.1381 0.07 -0.07 0.07 0.21
H 1.1024 0.7917 -2.6008 -0.17 -0.01 0.00 0.22
H -6.6001 -0.0536 2.4360 -0.11 -0.01 0.00 0.21
H 2.2023 -3.1867 0.4354 0.07 0.05 0.04 0.21
H 1.5641 -2.9573 2.0639 0.06 -0.05 0.06 0.21
H -0.1988 4.8197 -2.0881 -0.03 -0.03 0.03 0.20
H 0.6001 -1.3020 -1.2325 -0.06 0.00 0.02 0.37
H 5.7280 2.4039 -2.0812 0.07 0.04 0.01 0.21
H -6.0359 -1.4896 3.2974 -0.07 -0.06 0.03 0.21
H -1.8534 4.2305 -1.7521 0.07 -0.03 -0.02 0.19
H 1.0851 1.2760 0.5141 -0.11 0.12 0.05 0.26
H -2.5115 2.4725 1.7555 0.01 0.13 -0.01 0.21
H -1.9889 -3.7057 1.2494 -0.01 -0.04 0.04 0.21
H 2.4251 -3.0145 -1.9969 -0.04 -0.10 0.02 0.21
H 0.3029 -4.6892 0.7266 0.00 0.01 -0.08 0.21
H -6.0230 0.0885 4.0932 -0.08 -0.01 0.07 0.21
```
Positions in Å, forces in eV/Å.

Output
ΔE to the lowest compared entry with this formula, charge and spin ... 21.5 kcal per mole
Total charge ... 0
E_tot ... -32418.8847 eV



3.
Computed, not measured: a molecular structure, C24H28N4O2 at a distorted geometry, with ωB97M-V/def2-TZVPD.

Geometry as XYZ:
```
58
Properties=species:S:1:pos:R:3:forces:R:3:nbo_charge:R:1
O -4.1143 2.4145 3.1636 1.53 -0.51 -0.26 -0.60
O 7.8948 0.3738 2.3264 -0.36 0.44 0.00 -0.48
N -0.8736 1.0247 2.9041 0.69 -1.11 0.04 -0.38
N -0.7061 -3.6492 2.8171 1.59 0.94 -0.23 -0.55
N 1.5949 -2.8699 2.2829 -1.05 -3.70 -1.18 -0.95
N -1.9272 3.0110 2.7428 -0.56 -0.20 0.05 -0.46
C 0.3987 -3.3070 2.5691 -1.97 -1.17 0.16 0.44
C 0.0308 0.0283 2.9246 0.08 0.72 0.04 0.22
C -2.1845 4.4259 2.6002 0.26 0.25 -0.04 -0.42
C -2.8368 -0.2289 1.9985 0.03 -0.15 -0.31 -0.44
C -7.0914 -0.7159 2.4537 0.28 0.07 -0.07 -0.22
C -6.2218 -1.1431 3.4657 0.18 0.05 -0.20 -0.20
C -0.5828 2.4562 2.6943 0.14 0.36 -0.17 0.34
C -6.5732 -0.1902 1.2623 0.11 -0.18 0.18 -0.19
C 5.6043 1.2267 2.4120 0.57 -0.23 0.01 -0.28
C -2.9316 2.1212 3.0026 -0.90 0.47 0.22 0.68
C 4.2549 0.9333 2.5088 -0.11 -0.94 0.02 -0.17
C 0.2681 3.0689 3.8205 -0.16 -0.07 0.18 -0.64
C -4.8387 -1.0284 3.2942 -0.35 0.21 -0.20 -0.24
C 2.3870 -0.7259 2.7412 -0.05 1.06 2.13 -0.04
C 6.5587 0.1807 2.4603 -0.66 -0.09 -0.05 0.35
C 1.4047 0.2312 2.7721 0.08 1.05 -0.34 -0.42
C -5.1909 -0.0846 1.0898 -0.06 0.07 0.43 -0.24
C -4.3272 -0.4585 2.1244 -0.04 -0.12 -0.04 0.08
C 8.3680 1.7184 2.0889 -0.20 -0.52 0.12 -0.26
C 6.1123 -1.1561 2.6401 0.65 0.78 -0.11 -0.28
C -2.2992 0.7307 3.0656 -0.46 0.16 0.52 -0.12
C 4.7704 -1.4318 2.7366 -1.01 0.46 0.00 -0.13
C 3.7645 -0.4111 2.6618 2.14 1.48 -0.52 -0.09
C 0.0403 2.7353 1.3164 -0.14 -0.10 -0.14 -0.64
H -6.6139 -1.5586 4.3959 0.06 0.10 -0.31 0.21
H 3.5593 1.7719 2.4598 0.15 -0.27 0.00 0.20
H -1.6877 4.9941 3.3972 -0.17 -0.07 -0.12 0.20
H -0.2976 3.0379 4.7617 0.17 0.03 -0.21 0.23
H -4.1431 -1.3573 4.0709 -0.32 0.05 -0.17 0.21
H -1.8054 4.7865 1.6359 -0.15 -0.03 0.16 0.20
H 6.8637 -1.9419 2.6916 -0.18 0.15 -0.01 0.23
H 9.4483 1.6062 2.0045 -0.14 0.15 0.00 0.21
H -0.3845 -0.9685 3.0913 0.12 0.12 -0.11 0.25
H -8.1715 -0.7937 2.5919 0.34 0.03 -0.04 0.21
H -3.2621 4.5964 2.6531 0.20 -0.16 0.02 0.26
H 4.4451 -2.4617 2.8828 0.05 0.22 -0.06 0.22
H -0.6664 2.4421 0.5273 0.20 0.09 0.19 0.23
H 2.0419 -1.9550 2.8112 0.43 1.32 0.15 0.33
H -2.2984 -1.1846 2.0998 -0.12 0.20 -0.11 0.25
H 1.2067 2.5298 3.9633 -0.18 0.17 0.00 0.23
H -2.6067 0.1945 1.0077 -0.02 -0.18 0.23 0.21
H 1.7098 1.2685 2.6673 -0.18 -0.13 -0.08 0.16
H -2.4876 0.3059 4.0701 0.07 0.22 -0.39 0.23
H -4.7641 0.3234 0.1696 -0.23 -0.07 0.27 0.21
H 2.2225 -3.5559 1.8825 -0.18 -0.12 -0.03 0.39
H 0.4992 4.1126 3.5698 -0.06 -0.27 0.13 0.22
H 7.9528 2.1276 1.1573 0.10 -0.16 0.21 0.19
H 5.9356 2.2625 2.2904 -0.20 -0.43 0.06 0.21
H 0.9700 2.1803 1.1738 -0.20 0.19 -0.04 0.23
H 0.2556 3.8084 1.2305 -0.06 -0.29 -0.04 0.22
H 8.1172 2.3805 2.9290 0.08 -0.19 -0.17 0.18
H -7.2419 0.1473 0.4679 0.16 -0.16 0.26 0.21
```
Positions in Å, forces in eV/Å.

Output
ΔE to the lowest compared entry with this formula, charge and spin ... 145.3 kcal per mole
Total charge ... 0
E_tot ... -35394.2820 eV



4.
Computed, not measured: a single C24H28N4O3 molecule, with ωB97M-V/def2-TZVPD.

Geometry as XYZ:
```
59
Properties=species:S:1:pos:R:3:forces:R:3:nbo_charge:R:1
O 4.7495 -0.9894 -1.2655 0.00 -0.03 0.04 -0.53
O -3.4682 -0.5926 1.4406 0.09 0.41 -0.12 -0.52
O -0.9099 -2.6718 -0.3453 0.26 -0.31 0.21 -0.52
N -2.8204 1.4089 -2.0539 0.68 0.58 -0.09 -0.29
N 1.9900 2.3077 0.5892 0.08 0.08 0.10 -0.44
N -3.6228 1.1714 -1.0108 -0.51 -0.42 -0.44 -0.18
N -4.2773 -0.1952 -2.5748 -0.44 -0.47 -0.13 -0.49
C -3.5256 -1.9143 1.9287 -0.02 -0.30 0.10 -0.26
C -3.2451 0.5735 -2.9720 -0.08 0.03 0.29 0.12
C 1.2899 -1.6958 -0.7065 -0.12 0.01 -0.07 -0.34
C 0.4432 -2.6700 -0.1956 0.05 -0.09 0.09 0.39
C 0.9773 -3.7305 0.5411 -0.14 0.11 -0.10 -0.27
C -3.4660 1.8745 0.2363 0.31 0.11 0.44 -0.24
C -0.0784 0.4533 2.4279 -0.03 0.29 -0.07 -0.18
C -1.4867 -1.7209 -1.2113 -0.15 0.23 -0.15 -0.27
C 2.3398 -3.8270 0.7327 -0.11 -0.01 0.00 -0.19
C -2.3117 0.1084 1.6059 0.25 0.22 0.06 0.29
C -2.2644 1.3739 0.9994 -0.21 -0.07 -0.01 -0.02
C 3.0910 0.6954 -0.8729 0.48 0.11 0.11 -0.33
C 3.5703 3.1251 -1.0685 0.15 -0.03 0.24 -0.40
C 3.0058 3.3117 0.3385 -0.02 0.20 -0.26 -0.21
C 4.1561 1.7268 -1.2352 -0.26 -0.02 -0.16 -0.38
C -0.0056 1.6897 1.8047 0.06 -0.06 0.25 -0.04
C -1.1120 2.1311 1.0890 -0.08 -0.22 0.14 -0.18
C 2.5745 0.9846 0.5400 -0.26 -0.16 -0.24 -0.24
C -1.2101 -0.3382 2.3243 -0.34 -0.27 -0.04 -0.30
C 2.6647 -1.7841 -0.4908 0.04 -0.76 0.18 -0.06
C 3.6142 -0.7286 -0.9404 -0.10 0.35 -0.09 0.58
C 3.1877 -2.8645 0.2120 0.09 0.27 -0.13 -0.23
C -4.4898 0.2019 -1.3412 0.09 0.12 -0.13 0.18
C 1.2515 2.5168 1.8277 -0.01 -0.07 -0.10 -0.23
H 3.4122 0.8854 1.2580 -0.03 -0.01 0.01 0.17
H 4.3349 3.8806 -1.2558 -0.01 0.04 -0.04 0.21
H -1.3347 -0.7003 -0.8464 -0.01 -0.01 -0.03 0.18
H -2.7391 -2.5338 1.4884 0.00 0.04 0.02 0.20
H 2.2486 0.7958 -1.5646 -0.08 -0.04 0.03 0.23
H -3.4515 -1.9417 3.0203 0.00 0.01 -0.05 0.18
H 3.8261 3.2511 1.0781 -0.03 0.03 0.01 0.16
H -2.5519 -1.9446 -1.2339 0.07 0.07 -0.03 0.21
H 2.7620 3.2673 -1.7879 -0.03 0.09 -0.03 0.20
H 0.7590 0.0905 3.0068 0.12 -0.03 0.03 0.22
H -1.0703 3.0868 0.5893 -0.01 0.16 -0.10 0.22
H -3.3441 2.9373 0.0137 -0.11 -0.14 0.04 0.23
H 0.3011 -4.4714 0.9383 -0.09 -0.09 0.04 0.22
H 4.2555 -2.9263 0.3539 0.10 0.01 0.01 0.23
H 5.0175 1.5975 -0.5763 0.05 -0.04 -0.02 0.21
H -2.8120 0.5141 -3.9489 0.17 0.05 -0.22 0.20
H 0.8916 -0.8762 -1.2813 -0.09 0.14 -0.01 0.23
H -1.0836 -1.8073 -2.2244 0.02 0.00 0.02 0.18
H 2.7442 -4.6586 1.2898 0.03 -0.07 0.06 0.22
H -4.3750 1.7154 0.8217 0.05 0.09 -0.14 0.23
H -4.4994 -2.2964 1.6261 0.06 -0.02 0.05 0.20
H -5.2412 -0.1758 -0.6801 -0.15 -0.05 0.25 0.21
H 0.9892 3.5761 1.8845 0.07 -0.03 0.05 0.21
H -1.2199 -1.3028 2.8054 -0.03 -0.12 0.03 0.23
H 1.8592 2.2630 2.7147 -0.04 0.07 -0.03 0.17
H 1.8075 0.2584 0.8112 0.15 0.07 0.02 0.23
H 2.5458 4.2998 0.4217 0.04 -0.02 0.06 0.20
H 4.4971 1.5713 -2.2595 0.09 -0.02 0.04 0.22
```
Positions in Å, forces in eV/Å.

Output
ΔE to the lowest compared entry with this formula, charge and spin ... 71.8 kcal per mole
Total charge ... 0
E_tot ... -37445.1046 eV



LUMO (computed, eV): 0.735 0.795 -0.906 0.566